[1]
151
Properties=species:S:1:pos:R:3:forces:R:3 method="wB97M-V/def2-TZVPD" total_energy_ev=-88573.5834 homo_energy_ev=-9.20 total_charge=0 homo_lumo_gap_ev=9.2
C 15.3338 -16.1934 -2.8459 -0.50 3.62 -2.88
O 16.0483 -15.2483 -2.6520 1.66 1.28 0.57
N 15.2409 -17.2343 -2.1076 0.03 -2.85 2.14
N 14.4574 -16.2022 -3.8801 -1.34 -0.75 -1.08
H 15.8892 -17.1869 -1.3346 -0.60 -1.02 0.24
H 14.5322 -17.8834 -2.4183 0.71 -0.62 1.31
H 14.4845 -15.5634 -4.6619 0.16 -0.15 0.48
H 13.8861 -17.0339 -3.9250 -0.12 0.51 -0.79
C 19.1055 -25.3296 -14.4102 0.72 0.47 -0.18
O 19.0656 -25.0778 -15.5783 -0.05 1.10 -2.03
N 18.7417 -26.4485 -13.8832 -2.35 -5.24 0.57
N 19.6142 -24.6464 -13.4096 1.90 4.33 1.88
H 18.3238 -27.1075 -14.5244 -0.11 -0.18 0.60
H 18.6245 -26.4888 -12.8808 -0.33 -0.72 -0.62
H 19.5676 -24.9987 -12.4642 0.19 0.48 -0.40
H 19.8505 -23.6740 -13.5457 0.03 -0.21 0.17
C 20.5651 -19.5200 -20.5626 3.60 0.76 1.60
O 21.6715 -18.9825 -20.4348 -0.39 0.27 0.17
N 19.9047 -20.0746 -19.5958 -1.91 -1.10 3.54
N 20.0475 -19.7373 -21.7147 -0.89 0.20 -5.07
H 19.0191 -20.5112 -19.8087 0.25 0.06 0.66
H 20.2331 -19.9344 -18.6510 -0.36 -0.17 -0.21
H 19.1520 -20.1516 -21.9302 0.46 0.18 0.01
H 20.7160 -19.4261 -22.4049 -0.76 -0.20 -0.69
C 27.8576 -16.9579 -10.2288 -1.52 1.85 -0.06
O 27.6485 -16.3225 -9.2154 -0.01 0.12 0.35
N 28.3099 -18.1793 -10.3017 1.66 -3.38 1.09
N 27.5159 -16.5632 -11.4674 -0.59 1.83 -1.74
H 28.2800 -18.6992 -9.4363 0.58 -0.19 -0.45
H 28.6649 -18.5253 -11.1816 -0.16 -0.44 0.65
H 27.7582 -17.1210 -12.2738 -0.32 0.39 0.17
H 27.0507 -15.6754 -11.5912 0.37 -0.19 -0.05
C 13.8650 -12.2048 -10.7821 -0.64 -1.35 2.34
O 14.1407 -12.5535 -9.6619 0.74 -0.12 1.57
N 14.2651 -11.1307 -11.3838 2.30 3.75 -1.24
N 12.9941 -12.8335 -11.5177 -2.74 -2.69 -2.38
H 14.6051 -10.4387 -10.7315 0.19 0.28 -0.66
H 13.7656 -10.8936 -12.2290 0.40 0.75 0.50
H 12.3524 -13.4801 -11.0817 0.37 -0.05 -0.43
H 12.9328 -12.5660 -12.4897 -0.63 -0.57 0.30
C 26.5158 -13.9199 -18.3123 -0.50 -1.33 0.67
O 27.1378 -12.9693 -17.9324 1.51 1.13 -0.03
N 25.1911 -13.9791 -18.2372 -2.69 1.07 0.21
N 26.9484 -15.1408 -18.6892 1.68 -0.05 -0.53
H 24.6833 -14.7412 -18.6632 -0.29 0.67 0.23
H 24.7701 -13.1169 -17.9218 -0.46 -0.43 -0.29
H 26.2278 -15.8329 -18.8372 1.14 -0.32 -0.05
H 27.9532 -15.2427 -18.6981 -0.40 -0.76 -0.22
C 17.2303 -13.6442 -18.3727 -0.45 -0.07 -0.30
C 17.1533 -13.1755 -19.8540 -0.04 -0.49 -0.31
C 15.9690 -13.6225 -20.7627 0.65 0.28 1.54
O 14.8146 -13.0033 -20.2646 -1.19 -0.79 -1.65
C 13.6600 -13.3235 -21.1114 0.16 0.92 2.19
N 17.3667 -11.7518 -19.9213 0.45 0.93 0.02
H 16.5682 -13.1296 -17.6764 -0.33 0.28 -0.37
H 18.2251 -13.4712 -17.9621 0.12 -0.02 -0.34
H 16.9944 -14.7015 -18.2519 0.08 -0.11 -0.23
H 18.0043 -13.6283 -20.3628 0.33 -0.08 0.10
H 15.8765 -14.7082 -20.7872 -0.11 -0.33 0.16
H 16.1664 -13.3031 -21.7860 0.16 0.21 -0.22
H 13.7514 -13.0632 -22.1659 0.37 0.06 0.06
H 12.9166 -12.7040 -20.6096 -0.41 0.01 -0.58
H 13.3293 -14.3530 -20.9742 0.34 -0.24 -0.18
H 17.4605 -11.4200 -20.8706 0.16 -0.16 -0.18
H 16.6380 -11.1747 -19.5262 -0.30 -0.40 0.29
C 12.7538 -23.9553 -17.0080 -1.63 -0.05 -0.21
C 13.0294 -22.8038 -18.0181 -0.56 -0.46 1.64
C 13.4376 -21.4800 -17.3851 -0.50 1.29 0.36
O 12.2210 -20.7708 -17.0015 -0.29 -0.70 -0.47
C 12.2767 -19.4662 -16.4398 1.24 -0.90 0.66
N 14.0154 -23.3790 -18.8655 1.73 0.55 -1.62
H 12.6557 -24.8577 -17.6113 -0.06 -0.13 -0.07
H 11.7979 -23.9375 -16.4844 0.05 0.49 0.35
H 13.5522 -24.1960 -16.3060 0.21 0.60 -0.01
H 12.1853 -22.4662 -18.6195 -0.46 -0.75 0.05
H 13.9483 -20.8439 -18.1080 0.25 -0.11 -0.26
H 14.1016 -21.6231 -16.5326 0.03 0.01 0.31
H 12.9185 -18.7766 -16.9882 -0.16 0.09 -0.44
H 12.7345 -19.5565 -15.4548 0.11 0.16 0.34
H 11.2834 -19.0516 -16.2681 -0.06 -0.32 -0.52
H 14.9062 -23.4369 -18.3929 0.26 0.14 0.11
H 13.7870 -24.3444 -19.0554 -0.14 0.09 -0.22
C 25.7611 -26.9499 -20.7859 -0.02 0.44 0.78
C 24.7523 -26.8499 -19.6366 1.11 -0.47 0.65
C 25.4572 -27.3719 -18.3387 1.11 0.52 0.30
O 26.5583 -26.5372 -17.9239 -0.89 0.60 -0.06
C 27.2210 -26.9658 -16.7496 -0.71 0.11 -0.28
N 24.1765 -25.4973 -19.4941 0.66 -0.59 0.12
H 26.6137 -26.2973 -20.5982 -0.14 0.27 -0.19
H 25.2685 -26.7151 -21.7295 0.28 -0.16 -0.13
H 26.1669 -27.9604 -20.7361 -0.18 -0.09 -0.54
H 24.0456 -27.6511 -19.8530 -0.67 0.06 0.10
H 25.9919 -28.3182 -18.4202 -0.66 -0.68 -1.04
H 24.7448 -27.5720 -17.5383 -0.27 0.60 0.36
H 26.5213 -27.1761 -15.9408 -0.29 0.26 0.21
H 27.8640 -26.1328 -16.4651 0.21 -0.36 0.06
H 27.7462 -27.9111 -16.8864 0.48 0.01 -0.28
H 23.4764 -25.4117 -18.7712 -0.03 -0.24 0.04
H 23.7907 -25.1413 -20.3570 0.02 -0.20 -0.09
C 18.3828 -17.5879 -11.2646 0.10 -1.02 1.23
C 19.7062 -17.2822 -10.6397 1.91 0.70 -2.07
C 20.9536 -17.2903 -11.6667 -1.52 -1.73 0.65
O 20.9581 -18.5580 -12.3334 0.37 0.12 -0.70
C 22.1735 -18.7094 -13.0840 -0.23 -0.81 0.83
N 19.6161 -15.9361 -10.1458 0.38 1.21 0.46
H 18.3484 -18.6771 -11.2856 -0.63 0.00 -1.33
H 18.1786 -16.9266 -12.1066 0.01 -0.73 -0.42
H 17.6814 -17.3133 -10.4767 -0.44 -0.09 -0.07
H 19.9763 -18.0047 -9.8694 -0.15 0.06 0.18
H 21.8689 -17.2064 -11.0809 0.14 0.44 -0.02
H 20.8977 -16.5944 -12.5038 -0.18 0.90 0.51
H 22.5294 -17.8387 -13.6346 -0.28 0.43 0.26
H 22.0894 -19.5060 -13.8232 -0.43 -0.09 0.15
H 22.9059 -19.0302 -12.3432 0.58 0.17 -0.24
H 19.7632 -15.3425 -10.9496 0.54 0.44 -0.10
H 18.6380 -15.7377 -9.9910 -0.16 0.02 0.71
C 23.9132 -22.9661 -6.3667 -1.69 -0.69 -0.14
C 23.2094 -22.7799 -4.9988 0.99 -0.34 0.04
C 23.5880 -23.8968 -3.9484 -1.25 -1.06 -0.50
O 23.0968 -25.2243 -4.3717 0.06 0.73 1.21
C 22.9859 -26.1172 -3.2288 0.18 0.70 -0.92
N 23.5793 -21.4410 -4.5639 0.74 -0.02 0.71
H 23.4927 -22.2188 -7.0398 0.52 0.46 0.13
H 23.5378 -23.8758 -6.8354 0.34 -0.46 0.21
H 25.0031 -22.9822 -6.3716 -0.11 0.21 0.28
H 22.1328 -22.6880 -5.1417 -0.08 -0.83 -0.08
H 23.1574 -23.7228 -2.9623 -0.56 0.53 -0.01
H 24.6440 -23.9815 -3.6921 0.51 0.23 -0.70
H 22.4589 -27.0180 -3.5434 0.33 0.01 -0.21
H 22.4042 -25.7029 -2.4053 -0.14 0.42 -0.04
H 23.9832 -26.3274 -2.8424 0.08 -0.31 0.00
H 24.5412 -21.5272 -4.2682 0.55 0.48 -0.12
H 23.1162 -21.1604 -3.7113 -0.47 -0.05 0.13
O 29.7176 -19.3312 -15.3511 -0.08 0.13 0.23
H 30.6391 -19.3956 -15.6017 0.24 0.02 -0.04
H 29.2629 -19.9175 -15.9558 -0.20 -0.15 -0.18
O 22.1876 -15.1157 -5.9328 0.06 0.12 0.18
H 21.5606 -15.1712 -6.6540 -0.17 0.08 -0.25
H 22.4504 -16.0222 -5.7731 0.11 -0.21 0.05
O 26.5949 -21.9515 -18.4173 0.21 0.28 0.11
H 25.8686 -21.9974 -19.0391 -0.19 -0.03 -0.16
H 26.6364 -22.8267 -18.0319 -0.02 -0.32 0.05
O 23.0077 -11.0874 -8.3505 0.06 0.03 0.19
H 22.1996 -10.8391 -8.7995 -0.26 0.04 -0.06
H 23.6484 -11.1980 -9.0530 0.19 -0.06 -0.14
O 19.5056 -10.6977 -12.5871 0.09 -0.12 0.17
H 19.9040 -10.4850 -13.4310 0.15 0.04 -0.21
H 18.6232 -10.3305 -12.6389 -0.24 0.07 0.04
O 18.9382 -11.1075 -5.1408 0.21 0.08 0.00
H 18.3564 -10.4773 -5.5657 -0.12 0.16 -0.11
H 18.3587 -11.8129 -4.8529 -0.11 -0.25 0.12

***

[2]
60
Properties=species:S:1:pos:R:3:forces:R:3 method="wB97M-V/def2-TZVPD" spin_multiplicity=8 total_energy_ev=-160673.8105 homo_energy_ev="-5.47 / -9.03" relative_energy_kcal_mol=121.6 s2=16.119 total_charge=0 homo_lumo_gap_ev="4.7 / 5.4"
Gd 10.6519 12.5575 10.6339 0.36 0.34 -1.19
F 15.1549 18.8479 8.2690 -0.54 -0.76 0.45
C 14.8002 17.6220 8.6919 0.39 -0.30 0.20
C 15.8114 16.6610 8.8502 -0.29 -0.43 -0.49
F 17.0741 16.9996 8.6193 -0.06 0.04 0.00
C 15.4898 15.3247 9.0883 -0.64 1.13 0.20
F 16.4554 14.4314 9.0678 0.48 -0.33 0.17
C 14.1721 14.9569 9.3807 0.90 -1.53 0.03
P 13.6064 13.2224 9.6782 0.81 -0.03 -0.50
C 14.4859 12.3245 8.3370 0.37 -0.46 0.65
C 13.7550 12.3667 7.1597 0.48 -0.75 -1.00
C 14.2518 11.6974 6.0191 0.65 0.64 0.37
C 15.5244 11.1323 6.0749 -0.89 0.65 1.00
C 16.2295 11.0684 7.2640 0.51 -0.31 1.67
C 15.7159 11.6018 8.4544 -1.81 0.86 -1.63
C 14.3514 12.6196 11.1974 -0.49 -1.01 -0.50
C 15.2447 13.2142 12.0405 0.84 -0.37 1.74
C 15.6623 12.5139 13.2183 -0.31 -0.67 -0.78
C 15.2462 11.1908 13.3605 -0.52 0.09 0.44
C 14.3298 10.5494 12.4825 1.15 1.53 0.98
C 13.8779 11.3100 11.4251 0.40 -0.58 0.79
C 13.2025 15.8967 9.3020 0.36 2.92 -0.06
Br 11.4883 15.6177 9.8926 -1.76 -0.04 0.30
C 13.4867 17.2523 8.9668 1.35 -1.39 -0.52
F 12.5367 18.1211 8.7703 -0.93 0.77 0.13
H 12.8195 12.9223 7.1513 0.01 -0.25 -0.23
H 13.7762 11.6753 5.0469 -0.42 0.21 0.25
H 15.9720 10.7795 5.1949 0.42 -0.69 -1.06
H 17.1853 10.5343 7.3441 -0.37 0.30 -0.34
H 16.1802 11.5189 9.4140 0.42 -0.07 0.26
H 15.6385 14.1826 11.8091 0.06 0.51 0.06
H 16.3074 12.8681 14.0452 -0.37 0.36 -1.05
H 15.5674 10.7009 14.2795 -0.08 -0.21 -0.33
H 13.9729 9.5670 12.7482 -0.06 -0.13 -0.40
H 13.1834 10.8101 10.7792 -0.46 0.05 -0.67
O 6.6345 13.2033 9.3399 -0.74 -0.68 -0.89
C 7.6592 12.5952 9.4739 0.85 -0.37 0.72
O 8.6523 13.1241 10.1428 1.29 0.22 0.25
C 7.9383 11.1114 9.1119 -2.47 1.18 0.10
C 6.7169 10.3707 8.9908 0.37 5.09 0.83
C 6.7231 9.0740 8.8229 1.25 -6.13 -0.73
C 7.8745 8.3376 8.5560 -2.46 0.55 0.16
C 9.0504 9.0685 8.7436 4.01 -3.80 -1.22
C 9.1928 10.4820 8.9946 -1.05 1.11 0.10
O 10.3613 11.0200 8.9944 -0.58 0.14 0.50
N 10.2616 8.2621 8.5785 -1.73 2.29 0.94
O 11.2138 8.4224 9.3785 0.14 0.09 0.11
O 10.2357 7.4453 7.6513 0.00 -0.78 -0.58
N 5.4998 8.2137 9.0476 -1.02 1.03 -0.13
O 5.6999 7.0347 9.0031 -0.09 -1.05 -0.03
O 4.4025 8.7154 9.2887 1.34 0.24 -0.29
H 5.7357 10.8335 9.0344 0.35 0.52 0.25
H 7.7890 7.2830 8.2936 0.60 0.48 0.31
C 11.2813 11.4677 13.7593 -1.46 -0.04 -0.02
O 10.8949 12.1939 12.5727 0.06 -0.57 1.82
C 13.3731 17.3430 13.5426 -0.19 0.47 0.58
O 13.1136 18.0195 14.4095 0.19 -0.49 -0.62
H 10.4330 11.3092 14.5432 1.25 0.63 -1.51
H 12.1287 11.9700 14.2233 -0.04 0.00 0.11
H 11.5777 10.4774 13.4204 0.16 -0.17 0.28